[1]
{"formula": "C22H19B3BrI2N4O11P", "method": "wB97M-V/def2-TZVPD", "symbols": ["C", "C", "I", "C", "I", "B", "O", "B", "O", "C", "N", "O", "B", "P", "O", "Br", "O", "H", "H", "H", "H", "C", "C", "C", "C", "C", "C", "N", "O", "O", "H", "H", "H", "H", "H", "C", "C", "C", "C", "C", "C", "N", "O", "O", "H", "H", "H", "H", "H", "C", "C", "C", "C", "C", "C", "N", "O", "O", "H", "H", "H", "H", "H"], "positions_angstrom": [[2.666, 5.307, 0.118], [3.577, 4.333, 0.781], [5.537, 5.087, 1.064], [3.212, 3.132, 1.165], [4.530, 1.795, 2.131], [1.779, 2.595, 0.907], [1.460, 1.832, -0.205], [0.765, 2.674, -1.023], [0.963, 2.687, -2.408], [2.211, 2.835, -2.689], [3.294, 2.713, -3.104], [-0.112, 3.538, -0.438], [-0.323, 3.300, 0.922], [-2.099, 3.611, 1.684], [-2.435, 5.077, 0.984], [-3.280, 2.076, 0.578], [0.690, 2.885, 1.733], [1.669, 5.274, 0.530], [3.035, 6.303, 0.293], [2.614, 5.175, -0.954], [-3.003, 4.926, 0.224], [-0.325, -3.987, -0.515], [-0.201, -3.077, -1.556], [-1.184, -2.124, -1.762], [-2.276, -2.095, -0.916], [-2.418, -2.995, 0.123], [-1.433, -3.948, 0.321], [-3.309, -1.071, -1.119], [-3.168, -0.303, -2.045], [-4.239, -1.045, -0.342], [0.446, -4.729, -0.355], [0.659, -3.111, -2.204], [-1.092, -1.416, -2.571], [-3.280, -2.960, 0.772], [-1.528, -4.659, 1.129], [1.164, 4.070, 5.552], [1.464, 4.165, 6.904], [1.773, 3.026, 7.627], [1.781, 1.806, 6.980], [1.479, 1.692, 5.637], [1.167, 2.835, 4.919], [2.130, 0.597, 7.740], [2.371, 0.724, 8.919], [2.159, -0.455, 7.140], [0.927, 4.963, 4.988], [1.459, 5.128, 7.395], [2.007, 3.096, 8.678], [1.486, 0.729, 5.149], [0.932, 2.763, 3.866], [-3.339, -5.264, -7.038], [-2.900, -6.486, -6.546], [-1.794, -6.543, -5.717], [-1.144, -5.369, -5.389], [-1.562, -4.145, -5.873], [-2.668, -4.096, -6.704], [0.017, -5.423, -4.491], [0.372, -6.508, -4.091], [0.547, -4.374, -4.194], [-4.207, -5.222, -7.682], [-3.423, -7.395, -6.808], [-1.450, -7.491, -5.332], [-1.040, -3.238, -5.610], [-3.009, -3.145, -7.089]], "forces_ev_per_angstrom": [[0.021, 0.347, 0.103], [0.895, 0.569, 0.023], [-0.321, -0.104, -0.117], [0.243, -0.901, 0.532], [-0.532, 0.014, -0.192], [0.491, -0.952, 1.120], [0.928, 0.421, -0.584], [-0.799, -0.231, 0.148], [-0.457, 0.677, 0.646], [2.122, -1.501, -1.847], [-1.321, 0.848, 0.849], [-0.075, -0.182, -0.103], [-1.465, 0.205, -0.105], [0.177, 0.437, 1.321], [-0.168, -0.691, -0.068], [0.242, 0.166, -0.271], [0.337, 0.340, -0.882], [-0.399, -0.131, 0.112], [0.013, 0.446, -0.029], [0.080, -0.153, -0.393], [-0.079, 0.343, -0.458], [-0.024, -0.008, 0.021], [0.004, -0.014, 0.174], [0.138, 0.074, -0.177], [0.143, -0.136, 0.019], [-0.120, -0.113, 0.221], [0.099, -0.003, -0.094], [0.056, -0.099, 0.028], [0.052, 0.193, -0.239], [-0.197, 0.006, 0.171], [0.014, -0.017, -0.012], [0.034, 0.005, -0.037], [-0.103, 0.073, 0.021], [-0.061, 0.111, -0.050], [-0.022, -0.007, 0.025], [0.003, -0.002, -0.002], [-0.025, -0.006, -0.123], [0.030, 0.179, 0.201], [-0.035, 0.163, -0.118], [-0.030, -0.106, -0.225], [0.006, 0.081, 0.031], [-0.041, 0.065, -0.037], [0.056, 0.058, 0.286], [-0.003, -0.245, -0.170], [-0.016, 0.014, -0.006], [0.001, 0.012, 0.031], [0.032, -0.132, 0.025], [0.046, -0.077, 0.102], [0.016, -0.012, 0.195], [-0.007, -0.004, -0.006], [-0.037, 0.113, -0.043], [-0.047, -0.265, 0.005], [-0.170, 0.021, -0.121], [0.000, 0.265, -0.019], [-0.060, -0.104, -0.026], [-0.093, 0.013, -0.052], [0.078, -0.290, 0.101], [0.159, 0.230, -0.055], [-0.012, 0.000, -0.018], [0.003, -0.034, 0.002], [0.101, 0.043, 0.080], [0.091, -0.050, 0.081], [0.008, 0.034, 0.002]], "homo_lumo_gap_ev": 8.33, "lumo_ev": -0.82, "max_force_ha_per_bohr": 0.062}

***

[2]
{"formula": "C16H28F3NO18S4", "method": "wB97M-V/def2-TZVPD", "symbols": ["C", "C", "C", "C", "C", "C", "O", "C", "F", "F", "F", "N", "C", "O", "H", "H", "H", "H", "H", "H", "H", "H", "H", "H", "H", "H", "O", "S", "O", "O", "C", "C", "O", "H", "H", "H", "H", "O", "S", "O", "O", "C", "C", "O", "H", "H", "H", "H", "O", "S", "O", "O", "C", "C", "O", "H", "H", "H", "H", "O", "S", "O", "O", "C", "C", "O", "H", "H", "H", "H"], "positions_angstrom": [[-2.807, 0.976, -0.533], [-1.907, 0.783, 0.698], [-1.222, 2.041, 1.209], [0.230, 1.622, 1.502], [0.707, 1.433, 2.939], [0.143, 0.249, 3.713], [1.112, -0.149, 4.678], [-1.107, 0.575, 4.519], [-0.851, 1.459, 5.519], [-1.600, -0.561, 5.093], [-2.103, 1.091, 3.758], [0.393, 0.482, 0.623], [-0.784, -0.208, 0.467], [-0.885, -1.399, 0.245], [-2.992, 2.031, -0.713], [-2.321, 0.573, -1.414], [-3.768, 0.497, -0.399], [-2.537, 0.275, 1.428], [-1.137, 2.729, 0.370], [-1.744, 2.598, 1.973], [0.844, 2.443, 1.137], [0.589, 2.355, 3.500], [1.777, 1.249, 2.892], [-0.061, -0.611, 3.081], [1.168, -1.103, 4.657], [1.246, -0.054, 0.668], [2.832, 4.890, -0.949], [2.174, 5.199, 0.266], [0.859, 4.744, 0.536], [2.238, 6.783, 0.486], [2.866, 7.090, 1.739], [3.827, 5.942, 1.967], [3.109, 4.791, 1.500], [2.098, 7.132, 2.513], [3.367, 8.051, 1.667], [4.087, 5.809, 3.012], [4.735, 6.052, 1.371], [-1.405, -0.481, -3.067], [-1.103, -1.731, -3.663], [-0.666, -1.818, -5.010], [-2.352, -2.701, -3.435], [-1.940, -3.884, -2.730], [-0.767, -3.426, -1.885], [-0.065, -2.515, -2.747], [-1.643, -4.638, -3.462], [-2.768, -4.256, -2.134], [-0.106, -4.241, -1.605], [-1.083, -2.884, -0.993], [1.043, -5.478, 3.623], [1.036, -4.376, 4.511], [1.492, -3.097, 4.098], [1.790, -4.800, 5.855], [0.931, -4.611, 6.990], [-0.465, -4.815, 6.439], [-0.419, -4.196, 5.145], [1.070, -3.597, 7.369], [1.189, -5.330, 7.762], [-1.232, -4.339, 7.042], [-0.699, -5.874, 6.312], [-0.032, -1.791, -11.188], [-0.215, -0.509, -10.612], [-0.226, 0.662, -11.409], [0.841, -0.341, -9.422], [0.166, -0.048, -8.188], [-1.178, -0.729, -8.331], [-1.533, -0.512, -9.706], [0.062, 1.034, -8.096], [0.742, -0.434, -7.353], [-1.935, -0.302, -7.681], [-1.103, -1.802, -8.149]], "forces_ev_per_angstrom": [[0.326, 0.052, -0.100], [-0.880, -0.604, 0.212], [0.314, -0.037, -0.733], [0.145, 1.453, -0.099], [-0.279, -0.655, -0.219], [0.550, 0.081, 0.761], [-0.047, 0.373, -0.081], [-0.402, -0.169, 0.354], [-0.275, -0.524, -0.700], [0.193, 0.674, -0.183], [0.363, -0.184, 0.475], [-0.119, -0.702, 0.467], [0.311, 0.466, 0.064], [-0.003, 0.199, -0.098], [-0.017, 0.186, 0.049], [-0.156, -0.014, -0.135], [-0.127, -0.178, -0.070], [0.094, 0.250, 0.449], [-0.086, 0.091, -0.160], [0.024, -0.192, 0.410], [0.158, -0.023, -0.086], [-0.147, 0.191, 0.045], [0.188, -0.057, 0.056], [-0.354, 0.055, -0.335], [0.126, -0.528, 0.042], [0.072, -0.118, -0.063], [-0.087, -0.047, -0.136], [0.196, 0.312, 0.155], [-0.089, -0.167, -0.036], [0.209, -0.136, -0.053], [-0.135, 0.001, 0.286], [0.273, 0.138, -0.151], [-0.254, 0.076, 0.074], [0.018, -0.006, 0.005], [-0.035, 0.016, -0.174], [-0.097, -0.163, 0.013], [-0.008, 0.023, 0.012], [-0.021, 0.272, -0.372], [0.056, -0.506, 0.667], [0.058, 0.193, -0.261], [0.110, 0.155, 0.034], [0.252, -0.318, -0.076], [-0.423, -0.096, 0.469], [0.006, 0.005, -0.465], [-0.027, 0.009, -0.018], [-0.104, 0.158, -0.028], [0.168, 0.037, -0.172], [0.024, -0.138, -0.202], [0.147, 0.008, -0.150], [-0.241, -0.167, 0.444], [-0.003, 0.229, -0.185], [-0.151, -0.115, -0.156], [-0.077, 0.278, 0.179], [-0.023, -0.333, 0.089], [0.204, 0.182, 0.013], [-0.017, -0.008, -0.003], [0.126, -0.085, -0.109], [-0.035, 0.140, -0.139], [0.013, 0.007, 0.021], [0.092, -0.033, -0.140], [-0.054, -0.001, 0.386], [-0.053, 0.024, -0.161], [-0.117, -0.183, -0.062], [-0.097, 0.276, 0.155], [0.105, -0.328, 0.197], [0.129, 0.223, -0.033], [-0.013, -0.010, -0.005], [0.105, -0.093, -0.105], [-0.104, 0.069, -0.151], [0.003, 0.015, 0.025]], "homo_lumo_gap_ev": 9.92, "smiles": "C[C@@H]1C[C@@H](C[C@@H](O)C(F)(F)F)NC1=O.O=S1(=O)OCCO1.O=S1(=O)OCCO1.O=S1(=O)OCCO1.O=S1(=O)OCCO1", "lumo_ev": 0.34, "max_force_ha_per_bohr": 0.028}

***

[3]
{"formula": "C12H26BN2O2P2Pd", "method": "wB97M-V/def2-TZVPD", "symbols": ["Pd", "P", "C", "C", "N", "C", "C", "C", "C", "C", "P", "H", "H", "H", "H", "H", "H", "H", "H", "O", "H", "H", "O", "H", "C", "H", "H", "H", "C", "H", "H", "H", "C", "H", "H", "H", "C", "H", "H", "H", "B", "C", "N", "H", "H", "H"], "positions_angstrom": [[0.072, 0.245, 0.831], [-2.135, 0.241, 0.290], [-2.125, 0.639, -1.498], [-0.842, 1.289, -1.934], [0.253, 1.114, -1.175], [1.482, 1.452, -1.593], [1.643, 2.175, -2.769], [0.530, 2.420, -3.567], [-0.716, 1.942, -3.164], [2.657, 1.097, -0.714], [2.222, -0.314, 0.393], [-1.599, 2.019, -3.797], [2.644, 2.505, -3.022], [0.646, 2.971, -4.499], [3.549, 0.820, -1.286], [2.912, 1.926, -0.036], [-2.238, -0.345, -1.987], [-2.959, 1.332, -1.741], [-1.305, -2.683, -2.414], [-1.430, -2.209, -3.242], [-2.327, -2.431, -3.537], [-0.125, -2.274, -0.164], [-0.462, -3.120, -0.494], [0.304, -3.560, -0.892], [2.633, -1.751, -0.638], [3.680, -1.673, -0.960], [2.498, -2.661, -0.036], [1.979, -1.771, -1.522], [3.399, -0.332, 1.767], [3.221, -1.252, 2.342], [4.429, -0.313, 1.380], [3.207, 0.537, 2.412], [-2.916, 1.654, 1.095], [-3.924, 1.802, 0.690], [-2.942, 1.437, 2.170], [-2.284, 2.528, 0.899], [-3.275, -1.152, 0.497], [-3.417, -1.319, 1.573], [-4.247, -0.935, 0.032], [-2.844, -2.056, 0.047], [0.026, 0.014, 5.572], [0.032, -0.018, 4.032], [0.029, -0.049, 2.867], [-0.981, 0.600, 5.912], [1.028, 0.598, 5.930], [0.019, -1.140, 5.949]], "forces_ev_per_angstrom": [[-0.134, 0.784, 2.148], [-1.259, -0.682, -1.252], [-0.478, 0.432, 0.223], [0.982, 0.028, -0.759], [-0.026, -0.304, -0.006], [-0.265, 0.721, -0.305], [0.068, -0.329, 0.152], [-0.090, 0.030, 0.135], [-0.177, -0.201, 0.151], [-0.086, -0.103, 0.672], [1.101, -0.907, -1.269], [0.278, 0.170, 0.089], [-0.178, 0.015, -0.237], [-0.105, -0.184, 0.206], [-0.164, 0.253, -0.017], [-0.006, -0.010, -0.307], [0.039, 0.493, -0.252], [0.231, -0.715, 0.019], [0.038, -0.205, 0.272], [-0.478, 0.271, -0.142], [0.423, -0.047, 0.039], [-0.024, -0.105, 0.053], [0.167, 0.078, -0.332], [-0.255, 0.035, 0.202], [0.145, -0.111, 0.080], [-0.231, -0.159, 0.046], [0.070, 0.181, -0.282], [0.186, -0.022, 0.239], [-0.123, 0.075, 0.115], [0.117, 0.335, -0.109], [-0.290, -0.005, 0.155], [0.142, -0.302, -0.115], [0.403, -0.056, 0.314], [0.174, -0.020, 0.105], [-0.101, 0.300, -0.192], [-0.262, 0.015, 0.186], [-0.035, -0.096, 0.016], [0.032, -0.021, -0.265], [0.248, -0.009, 0.130], [-0.087, 0.197, 0.139], [0.026, -0.240, 0.404], [-0.013, 0.002, -0.143], [0.013, 0.224, -0.023], [0.062, 0.044, -0.087], [-0.073, 0.044, -0.104], [-0.005, 0.107, -0.092]], "homo_lumo_gap_ev": [7.52, 5.17], "spin_multiplicity": 3, "lumo_ev": [-3.23, -6.63], "charge": 1, "max_force_ha_per_bohr": 0.045}